# 1
Formula: C40H45N4O4RbSSb2
Source: OMol25
Level of theory: wB97M-V/def2-TZVPD

Each line ends with the Löwdin charge.
Positions of all 97 atoms, in Å:
Rb: 1.358 -1.511 0.098  0.70
O: -0.799 -3.217 0.939  -0.27
C: -0.699 -4.365 1.486  -0.42
C: -1.672 -5.388 1.246  -0.04
C: -1.563 -6.657 1.756  -0.14
C: -0.467 -7.030 2.540  -0.15
C: 0.498 -6.072 2.789  -0.09
C: 0.394 -4.755 2.335  -0.15
C: 1.526 -3.870 2.683  -0.17
N: 1.569 -2.684 3.142  0.04
C: 0.340 -1.981 3.444  -0.25
C: 0.620 -0.533 3.823  -0.23
N: 1.070 0.184 2.638  0.00
C: 0.494 1.268 2.289  -0.14
C: -0.498 2.090 2.999  -0.17
C: -0.328 2.482 4.323  -0.09
C: -1.211 3.345 4.951  -0.15
C: -2.296 3.828 4.213  -0.14
C: -2.492 3.462 2.905  -0.04
C: -1.605 2.566 2.222  -0.43
O: -1.796 2.192 1.025  -0.15
H: -2.508 -5.128 0.607  0.08
H: -2.336 -7.385 1.528  0.09
H: -0.369 -8.037 2.926  0.07
H: 1.377 -6.335 3.373  0.10
H: 2.508 -4.340 2.551  0.11
H: -0.164 -2.497 4.273  0.13
H: -0.353 -2.007 2.596  0.06
H: 1.412 -0.500 4.578  0.11
H: -0.287 -0.095 4.250  0.10
H: 0.768 1.658 1.304  0.11
H: 0.539 2.112 4.863  0.10
H: -1.057 3.649 5.979  0.07
H: -3.002 4.508 4.682  0.08
H: -3.338 3.836 2.337  0.10
C: -4.254 -2.470 -0.032  -0.32
Sb: -2.818 -0.887 0.205  1.38
C: -2.939 -0.867 2.339  -0.29
C: -4.328 0.651 -0.082  -0.33
C: -4.664 0.788 -1.524  -0.29
C: -5.799 0.145 -2.026  -0.07
C: -6.147 0.206 -3.366  -0.12
C: -5.356 0.932 -4.242  -0.12
C: -4.227 1.576 -3.762  -0.08
C: -3.850 1.516 -2.419  -0.29
C: -2.615 2.208 -1.972  -0.32
Sb: -0.751 1.081 -2.184  1.29
C: 0.031 2.463 -3.662  -0.35
C: -1.458 -0.342 -3.629  -0.34
H: -4.631 -2.475 -1.055  -0.01
H: -5.088 -2.305 0.654  0.00
H: -3.784 -3.425 0.190  -0.03
H: -3.983 -0.728 2.629  0.01
H: -2.346 -0.051 2.748  -0.01
H: -2.581 -1.823 2.714  0.00
H: -3.885 1.547 0.347  0.03
H: -5.213 0.366 0.492  0.06
H: -6.419 -0.415 -1.334  0.10
H: -7.034 -0.308 -3.719  0.09
H: -5.616 1.000 -5.292  0.09
H: -3.606 2.151 -4.442  0.10
H: -2.629 2.499 -0.925  0.01
H: -2.449 3.098 -2.585  0.05
H: -0.611 2.467 -4.546  -0.01
H: 1.047 2.207 -3.954  -0.03
H: 0.030 3.463 -3.225  -0.01
H: -1.879 0.161 -4.500  0.00
H: -2.221 -0.986 -3.192  -0.01
H: -0.608 -0.957 -3.924  -0.02
C: 5.533 4.621 1.262  -0.06
C: 5.365 3.200 0.795  -0.28
C: 4.351 2.392 1.308  -0.03
C: 4.185 1.088 0.871  -0.04
C: 5.036 0.571 -0.098  -0.25
C: 6.059 1.356 -0.603  -0.06
C: 6.221 2.659 -0.157  -0.06
S: 4.696 -1.065 -0.755  0.53
O: 4.262 -1.840 0.387  -0.40
O: 5.899 -1.494 -1.445  -0.34
N: 3.419 -0.875 -1.660  -0.23
C: 3.407 -0.440 -2.947  -0.39
C: 4.535 0.026 -3.669  -0.03
C: 4.377 0.474 -4.961  -0.10
C: 3.118 0.461 -5.551  -0.11
C: 2.071 -0.013 -4.779  -0.21
N: 2.187 -0.444 -3.531  0.10
H: 4.717 4.912 1.922  0.07
H: 5.545 5.313 0.418  0.07
H: 6.471 4.753 1.808  0.07
H: 3.673 2.789 2.055  0.11
H: 3.396 0.478 1.299  0.09
H: 6.734 0.934 -1.337  0.10
H: 7.022 3.267 -0.565  0.11
H: 5.512 0.001 -3.215  0.08
H: 5.242 0.831 -5.510  0.09
H: 2.947 0.805 -6.563  0.08
H: 1.065 -0.043 -5.192  0.09

Frontier orbital gap ... 6.220 eV
Calculated total energy ... -2974.0634 hartree
Total charge ... -2
LUMO ... 3.90 eV
E_HOMO ... -0.085 Eh



# 2
Formula: C40H46AsN8RuS2Si2Te
Source: OMol25
Level of theory: wB97M-V/def2-TZVPD

Each line ends with the Löwdin spin population.
Positions of all 101 atoms, in Å:
Ru: -0.013 -0.445 0.010  0.02
N: -2.866 0.645 3.048  0.00
C: -2.082 0.375 1.977  0.00
S: -0.545 -0.364 2.258  0.00
N: -2.591 0.743 0.809  0.00
N: -1.747 0.537 -0.233  0.00
C: -2.065 1.020 -1.398  0.00
C: -3.294 1.805 -1.646  0.00
C: -4.552 1.227 -1.483  0.00
C: -5.697 1.971 -1.713  0.00
C: -5.600 3.303 -2.094  0.00
C: -4.352 3.889 -2.242  0.00
C: -3.204 3.143 -2.020  0.00
C: -1.047 0.833 -2.440  0.00
C: -1.172 1.346 -3.731  0.00
C: -0.103 1.246 -4.603  0.00
C: 1.069 0.636 -4.180  0.00
C: 1.101 0.096 -2.906  0.00
N: 0.071 0.168 -2.069  0.00
H: -2.654 0.213 3.929  0.00
H: -3.804 0.959 2.868  0.00
H: -4.621 0.198 -1.161  0.00
H: -6.669 1.513 -1.587  0.00
H: -6.497 3.882 -2.268  0.00
H: -4.270 4.930 -2.526  0.00
H: -2.230 3.605 -2.132  0.00
H: -2.092 1.824 -4.034  0.00
H: -0.183 1.649 -5.604  0.00
H: 1.936 0.564 -4.821  0.00
H: 1.974 -0.421 -2.527  0.00
S: 7.069 1.780 1.062  0.04
N: 6.434 0.288 1.099  0.02
C: 5.132 0.414 0.920  0.00
C: 4.179 -0.678 0.893  0.06
C: 4.469 -1.985 1.202  0.03
C: 3.436 -2.932 1.210  0.12
C: 2.168 -2.531 0.826  0.00
N: 1.858 -1.295 0.460  0.13
C: 2.831 -0.313 0.583  0.11
C: 2.417 1.026 0.479  0.10
N: 1.066 1.252 0.322  0.14
C: 0.626 2.510 0.263  0.00
C: 1.457 3.609 0.341  0.11
C: 2.839 3.411 0.499  0.03
C: 3.320 2.129 0.570  0.06
C: 4.715 1.774 0.757  0.00
N: 5.714 2.635 0.815  0.01
H: 5.482 -2.265 1.458  0.00
H: 3.616 -3.962 1.486  0.01
H: 1.341 -3.233 0.795  0.00
H: -0.445 2.626 0.160  0.00
H: 1.032 4.601 0.300  0.01
H: 3.519 4.248 0.577  0.00
C: -0.603 -8.940 2.832  0.00
C: -0.943 -7.591 2.263  0.00
C: -0.600 -6.423 2.925  0.00
C: -0.907 -5.163 2.415  0.00
C: -0.487 -3.949 3.196  0.00
C: -1.584 -5.082 1.192  0.00
Te: -2.022 -3.144 0.425  0.00
C: -1.960 -6.249 0.516  0.00
C: -2.684 -6.195 -0.795  0.00
C: -1.629 -7.483 1.059  0.00
H: 0.039 -8.850 3.707  0.00
H: -0.090 -9.560 2.096  0.00
H: -1.507 -9.474 3.133  0.00
H: -0.070 -6.485 3.870  0.00
H: 0.015 -4.246 4.117  0.00
H: -1.337 -3.318 3.460  0.00
H: 0.185 -3.307 2.625  0.00
H: -2.080 -5.684 -1.550  0.00
H: -3.612 -5.627 -0.710  0.00
H: -2.915 -7.195 -1.161  0.00
H: -1.909 -8.384 0.523  0.00
C: -3.602 -1.997 -2.978  0.00
Si: -2.180 -3.123 -3.464  0.00
C: -2.924 -4.796 -3.927  0.00
C: -1.300 -2.456 -4.986  0.00
As: -0.613 -2.847 -1.699  0.00
Si: 1.139 -4.457 -1.963  0.00
C: 0.776 -5.427 -3.534  0.00
C: 1.321 -5.696 -0.564  0.00
C: 2.717 -3.476 -2.279  0.00
H: -4.454 -2.175 -3.640  0.00
H: -3.338 -0.941 -3.041  0.00
H: -3.924 -2.212 -1.957  0.00
H: -3.227 -4.725 -4.976  0.00
H: -3.821 -4.995 -3.339  0.00
H: -2.266 -5.657 -3.834  0.00
H: -2.031 -2.321 -5.788  0.00
H: -0.544 -3.154 -5.350  0.00
H: -0.819 -1.495 -4.800  0.00
H: -0.159 -5.985 -3.507  0.00
H: 1.587 -6.155 -3.649  0.00
H: 0.787 -4.793 -4.422  0.00
H: 0.685 -6.562 -0.753  0.00
H: 1.059 -5.320 0.423  0.00
H: 2.358 -6.043 -0.530  0.00
H: 3.150 -3.794 -3.230  0.00
H: 3.455 -3.635 -1.493  0.00
H: 2.529 -2.404 -2.330  0.00

Frontier orbital gap (alpha / beta) ... 4.467 / 6.288 eV
⟨S²⟩ ... 0.7765
2S+1 ... 2
Calculated total energy ... -5964.1062 hartree
Total charge ... 0
LUMO (alpha / beta) ... -0.33 / -0.33 eV
E_HOMO (alpha / beta) ... -0.176 / -0.243 Eh



> Which of these has the highest total charge?

C40H46AsN8RuS2Si2Te



> Which of these has the highest calculated total energy?

C40H45N4O4RbSSb2



> What is the total charge in the second record?

0